Entry 1:
Density functional theory data (wB97M-V/def2-TZVPD) for a structure of composition Cl2Na3O8 in a non-equilibrium geometry.

CARTESIAN COORDINATES (ANGSTROEM)
Cl1 -11.59599 -16.30896 4.77658
Cl2 -13.26263 -18.72669 5.75756
Na1 -15.83867 -19.71346 6.40151
Na2 -11.14454 -18.84939 3.73399
Na3 -14.73791 -18.34746 3.02361
O1 -13.57076 -17.84657 6.86022
O2 -10.82965 -17.18743 3.90751
O3 -13.58631 -19.94294 6.49849
O4 -11.78921 -18.69045 5.31178
O5 -14.31300 -18.48478 4.72794
O6 -11.06367 -15.06001 4.79075
O7 -11.68316 -16.61819 6.26165
O8 -12.87575 -16.13690 4.24753

Gap between HOMO and LUMO   6.5 eV
HOMO   -11.7 eV
Largest force on an atom   10.58 eV Å⁻¹
Total energy   -2008.31937 a.u.
Energy relative to the best compared isomer or geometry (same formula, charge and spin)   127.87 kcal/mol
Total charge   +1

In elementary charge units, the Löwdin charges are: 0.69, 0.87, 0.82, 0.60, 0.80, -0.26, -0.40, -0.35, -0.39, -0.48, -0.25, -0.34, -0.31

---

Entry 2:
Density functional theory data (wB97M-V/def2-TZVPD) for a structure of composition CH2INO3P in a non-equilibrium geometry.

CARTESIAN COORDINATES (ANGSTROEM)
I1 -1.18255 -0.15907 2.44744
P1 -0.28561 -0.83470 -0.47777
O1 1.52156 1.06894 -1.42278
O2 0.59594 -1.85325 0.12975
O3 -1.66529 -1.15139 -0.88544
N1 0.74732 0.27886 -1.91778
C1 -0.15340 0.56641 0.70551
H1 -0.44797 1.56155 0.52911
H2 0.87000 0.52265 0.89196

Gap between HOMO and LUMO (spin up / spin down)   7.0 / 7.0 eV
HOMO (spin up / spin down)   -4.1 / -4.1 eV
Largest force on an atom   1.88 eV Å⁻¹
Total energy   -958.87532 a.u.
Energy relative to the best compared isomer or geometry (same formula, charge and spin)   41.86 kcal/mol
Total charge   -1

In elementary charge units, the Löwdin charges are: 0.67, 0.22, -0.17, -0.41, -0.41, -0.12, -0.73, -0.01, -0.03

---

Entry 3:
Density functional theory data (wB97M-V/def2-TZVPD) for the molecule C3H2N2S2 in a non-equilibrium geometry.

CARTESIAN COORDINATES (ANGSTROEM)
S1 -0.72510 1.94682 -0.03666
S2 -0.48021 -2.59025 -0.05562
N1 -2.03676 1.02306 0.12165
N2 -1.89545 -0.25923 0.20122
C1 -1.09774 -1.15231 0.03411
C2 0.51575 0.93366 -0.27195
C3 1.59647 0.24934 -0.06023
H1 2.09799 -0.27453 -0.86231
H2 2.02506 0.12344 0.92981

Gap between HOMO and LUMO (spin up / spin down)   7.1 / 7.1 eV
HOMO (spin up / spin down)   -7.9 / -7.9 eV
Largest force on an atom   2.46 eV Å⁻¹
Total energy   -1021.22643 a.u.
Energy relative to the best compared isomer or geometry (same formula, charge and spin)   96.20 kcal/mol

In elementary charge units, the Löwdin charges are: 1.01, 0.67, -0.41, -0.11, -0.81, -0.47, -0.05, 0.07, 0.08

---

Entry 4:
Density functional theory data (wB97M-V/def2-TZVPD) for a cluster of 2 separate species, CH2N2O2S in total in a non-equilibrium geometry.

CARTESIAN COORDINATES (ANGSTROEM)
S1 -2.02977 0.18671 -0.01247
O1 -1.31860 1.37498 -0.43420
O2 -3.27058 0.12559 0.64049
N1 3.66442 0.41866 -0.43338
N2 -1.41150 -1.18806 -0.26436
C1 2.94453 0.21634 0.41826
H1 1.96195 0.08679 0.88481
H2 -0.54046 -1.22101 -0.79914

Gap between HOMO and LUMO   11.3 eV
SMILES   N=S(=O)=O.C#N
HOMO   -11.9 eV
Largest force on an atom   4.10 eV Å⁻¹
Total energy   -697.38510 a.u.
Energy relative to the best compared isomer or geometry (same formula, charge and spin)   104.07 kcal/mol

In elementary charge units, the Löwdin charges are: 0.69, -0.30, -0.26, 0.05, -0.17, -0.10, 0.06, 0.03

---

Entry 5:
Density functional theory data (wB97M-V/def2-TZVPD) for a structure of composition C9H13N6O2PdS.

CARTESIAN COORDINATES (ANGSTROEM)
Pd1 0.30924 0.12475 -0.34971
S1 -2.54577 1.58758 -1.48709
O1 -0.45577 0.28570 1.72762
O2 -1.47981 1.68965 3.15094
N1 5.73199 -1.50803 0.43105
N2 0.99046 -0.84681 -2.06850
N3 -0.14216 2.53954 1.55439
N4 -2.77172 -0.82634 -0.41724
N5 0.28348 2.38923 0.22229
N6 -3.35098 0.93517 0.95324
C1 -2.65868 -1.73553 0.71652
C2 1.08245 -1.67613 -0.96492
C3 3.35159 -0.36251 -1.91557
C4 3.45691 -1.19236 -0.75575
C5 -2.88372 0.51186 -0.24437
C6 -0.73582 1.41919 2.19622
C7 4.71642 -1.36198 -0.09254
C8 2.33408 -1.81249 -0.27945
C9 2.12720 -0.19960 -2.48283
H1 -3.58843 -1.72264 1.28703
H2 -3.04728 0.43961 1.78387
H3 -3.28280 1.93237 1.07684
H4 -1.81759 -1.46044 1.35811
H5 -2.51965 -2.74422 0.33270
H6 -2.18183 -1.03258 -1.21124
H7 0.36842 -2.49031 -0.87292
H8 2.38470 -2.43803 0.60304
H9 -0.65863 3.38521 1.74563
H10 1.98279 0.44545 -3.34140
H11 4.22133 0.13751 -2.31877
H12 -0.40507 2.76155 -0.42558
H13 1.18465 2.82565 0.08841

Gap between HOMO and LUMO   7.2 eV
HOMO   -4.2 eV
Largest force on an atom   0.60 eV Å⁻¹
Total energy   -1355.92946 a.u.
Energy relative to the best compared isomer or geometry (same formula, charge and spin)   4.44 kcal/mol
Total charge   -1

In elementary charge units, the Löwdin charges are: 0.65, 0.53, -0.14, -0.05, 0.12, -0.09, -0.03, -0.06, -0.06, 0.10, -0.09, -0.34, -0.09, -0.28, -0.97, -0.79, -0.21, -0.06, -0.20, 0.08, 0.08, 0.08, 0.06, 0.08, 0.09, 0.08, 0.11, 0.11, 0.09, 0.09, 0.01, 0.08

---

Entry 6:
Density functional theory data (wB97M-V/def2-TZVPD) for a structure of composition CHBeLiO2 in a non-equilibrium geometry.

CARTESIAN COORDINATES (ANGSTROEM)
O1 -0.96370 0.50973 -0.31287
O2 0.22881 -1.16723 0.51840
C1 -0.87527 -0.60106 0.07571
Be1 0.53295 0.62287 0.95819
Li1 2.09505 -1.51010 0.26286
H1 -0.40925 -1.61766 -0.44628

Gap between HOMO and LUMO   7.9 eV
HOMO   -21.0 eV
Largest force on an atom   6.50 eV Å⁻¹
Total energy   -210.58327 a.u.
Energy relative to the best compared isomer or geometry (same formula, charge and spin)   107.89 kcal/mol
Total charge   +2

In elementary charge units, the Löwdin charges are: 0.25, -0.07, -0.38, 1.08, 0.88, 0.24

---

Entry 7:
Density functional theory data (wB97M-V/def2-TZVPD) for a structure of composition C16H23IN2ORe in a non-equilibrium geometry.

CARTESIAN COORDINATES (ANGSTROEM)
Re1 0.93265 1.41421 0.16108
I1 -0.93478 3.36124 1.50659
O1 0.73906 0.41633 1.72352
N1 0.59361 -0.85710 -0.60326
N2 -1.38933 0.83501 -0.82705
C1 0.57666 -1.42129 3.23550
C2 -1.49588 -0.29063 -1.57748
C3 0.37377 0.08292 3.06300
C4 -0.38533 -1.23292 -1.47702
C5 -1.08992 0.39098 3.35155
C6 2.51721 0.83582 -0.85224
C7 -2.67757 -0.64407 -2.27113
C8 1.49912 -1.74448 -0.20781
C9 -3.84745 0.10428 -2.07794
C10 -2.53128 1.53356 -0.67666
C11 -0.35857 -2.51771 -2.05027
C12 2.01208 2.72752 1.00973
C13 -3.75301 1.19740 -1.22862
C14 1.25891 0.83376 4.04817
C15 0.60765 -3.40431 -1.71034
C16 1.57519 -3.04826 -0.75426
H1 2.60080 3.35579 0.31378
H2 2.31164 0.59209 3.86552
H3 1.12452 1.91545 3.94512
H4 0.97747 3.19270 1.05810
H5 3.15365 1.74185 -1.04922
H6 -2.67698 -1.51303 -2.91104
H7 1.85677 0.60870 -1.64659
H8 -4.63265 1.81251 -0.99393
H9 -1.73270 -0.11314 2.62361
H10 2.60761 2.32645 1.85393
H11 2.22628 -1.42381 0.53130
H12 -1.17010 -2.76758 -2.77858
H13 2.36362 -3.69906 -0.43006
H14 -2.44123 2.41882 -0.02425
H15 0.31162 -1.73569 4.25849
H16 -0.05418 -1.97013 2.52617
H17 -1.28158 1.47278 3.29272
H18 1.62397 -1.68632 3.04770
H19 0.65452 -4.41000 -2.16365
H20 -4.77678 -0.18215 -2.56641
H21 3.15322 0.19882 -0.17448
H22 -1.36622 0.04717 4.36406
H23 1.01334 0.54831 5.08454

Gap between HOMO and LUMO (spin up / spin down)   6.7 / 5.4 eV
HOMO (spin up / spin down)   -15.5 / -15.5 eV
Largest force on an atom   8.19 eV Å⁻¹
Total energy   -1183.39824 a.u.
Expectation value of S²   3.7667
2S+1   4
Total charge   +2

In elementary charge units, the Löwdin charges are: 1.50, 0.99, -0.34, -0.03, 0.02, -0.02, -0.19, -0.67, -0.17, -0.07, -0.20, 0.04, -0.12, 0.01, -0.18, 0.02, -0.30, -0.02, -0.02, -0.01, 0.03, 0.08, 0.10, 0.08, -0.25, 0.07, 0.11, 0.03, 0.14, 0.09, 0.09, 0.11, 0.14, 0.12, -0.06, 0.11, 0.09, -0.03, 0.09, 0.15, 0.14, 0.09, 0.12, 0.12

---

Q: Number 6 is which compound?
A: CHBeLiO2